Version P
24
Properties=species:S:1:pos:R:3 method="wB97M-V/def2-TZVPD" smiles="C=C(N(C)O)C(C)(C)C" homo_lumo_gap_ev=9.05 homo_ev=-8.202
C 0.814 -0.220 0.050
C -2.297 1.624 -0.188
C 1.384 -1.532 -0.507
C 1.808 0.883 -0.374
C 0.919 -0.249 1.589
N -1.634 0.533 -0.881
C -1.012 -0.427 -0.123
C -1.644 -1.503 0.313
O -0.833 0.963 -1.923
H 0.047 1.145 -1.369
H -2.910 1.202 0.605
H -1.574 2.323 0.254
H -2.908 2.168 -0.906
H 0.495 0.658 2.022
H 2.426 -1.675 -0.209
H 0.864 -2.410 -0.130
H 1.327 -1.534 -1.596
H 1.447 1.860 -0.050
H 1.900 0.923 -1.460
H 2.809 0.685 0.023
H 0.428 -1.112 2.033
H 1.959 -0.335 1.918
H -2.661 -1.708 0.013
H -1.154 -2.262 0.898


Version Q
24
Properties=species:S:1:pos:R:3 method="wB97M-V/def2-TZVPD" smiles="C=C[C@@H](C)[C@H](N)[C@H](C)O" homo_lumo_gap_ev=10.14 homo_ev=-9.224
C -0.728 0.039 1.654
C -0.506 0.623 0.220
C 0.395 -0.186 -0.761
C -0.269 -1.384 1.931
C 1.856 -0.352 -0.322
N -0.083 2.042 0.324
C 0.348 0.436 -2.147
C -0.379 -0.040 -3.168
O -2.130 0.110 1.962
H -2.596 -0.480 1.342
H -0.240 0.684 2.396
H -1.496 0.674 -0.258
H -0.033 -1.194 -0.850
H 0.820 2.102 0.791
H -0.743 2.530 0.932
H 0.926 1.347 -2.295
H -0.637 -2.087 1.179
H -0.661 -1.727 2.896
H 0.820 -1.444 1.986
H 2.551 -0.319 -1.169
H 2.169 0.409 0.399
H 2.001 -1.330 0.149
H -1.001 -0.923 -3.067
H -0.384 0.471 -4.126


Of them, the most stable is version Q and the least stable is version P.


Version P
16
Properties=species:S:1:pos:R:3 method="wB97M-V/def2-TZVPD" total_charge=+1 homo_lumo_gap_ev=11.12 homo_ev=-14.475
C 3.213 -0.785 -0.664
C 0.183 0.074 0.052
N -0.848 0.685 -0.300
N 1.436 0.577 -0.209
N -3.003 -0.787 -0.225
O 2.569 0.013 0.266
H 4.113 -1.183 -0.096
H 3.544 -0.118 -1.494
H 2.546 -1.466 -1.215
H 0.090 -0.743 0.787
H -1.745 0.153 -0.141
H -0.704 1.444 -0.847
H 1.530 1.190 -1.030
H -2.665 -1.304 0.570
H -3.711 -0.186 0.065
H -2.964 -1.259 -1.106


Version Q
16
Properties=species:S:1:pos:R:3 method="wB97M-V/def2-TZVPD" total_charge=+1 homo_lumo_gap_ev=11.63 homo_ev=-14.679
C -0.135 0.280 1.844
N -0.640 -0.695 0.879
C -0.160 -0.883 -0.352
N -0.958 -1.382 -1.293
N 1.138 -0.705 -0.612
H 0.946 0.397 1.782
H -0.331 -0.102 2.843
H -0.650 1.231 1.712
H -1.617 -0.925 0.975
H -1.808 -1.871 -1.062
H -0.534 -1.633 -2.181
H 1.498 -0.983 -1.511
H 1.619 0.067 -0.179
H 0.132 3.016 -0.700
H 1.147 2.104 -1.350
O 0.353 2.083 -0.796


Of them, the most stable is version Q and the least stable is version P.


Version P
9
Properties=species:S:1:pos:R:3 method="wB97M-V/def2-TZVPD" homo_lumo_gap_ev=8.06 homo_ev=-9.481
C 0.653 0.425 -0.692
C 0.901 1.073 1.303
C -0.370 -0.282 0.151
H 1.547 0.839 -2.288
H 1.209 1.500 2.224
N 0.777 0.239 -1.946
N 1.415 1.258 0.154
O -0.134 0.188 1.416
S -1.508 -1.351 -0.206


Version Q
9
Properties=species:S:1:pos:R:3 method="wB97M-V/def2-TZVPD" homo_lumo_gap_ev=7.90 homo_ev=-9.393
C 1.158 -1.820 -0.623
C -0.364 -1.654 -0.336
C -0.265 1.764 0.490
N -0.739 -0.484 0.020
N 0.009 0.584 0.149
O -1.088 -2.627 -0.476
S 1.969 -0.493 -0.585
H -1.261 2.175 0.855
H 0.582 2.553 0.505


Of them, the most stable is version P and the least stable is version Q.